Below is one molecule with the formula C4H12N2O in a non-equilibrium geometry, with properties calculated with the ωB97M-V functional and the def2-TZVPD basis.

Each line ends with the Mulliken charge.
Positions of all 19 atoms, in Å:
C (0.3427, -1.9666, 1.3102)  -1.331
C (-0.5372, -0.9722, 0.6047)  -0.554
O (-0.8478, -1.3938, -0.7817)  -0.574
C (0.0736, 0.5264, 0.5861)  0.412
N (-1.1124, 1.4545, 0.3201)  -0.867
C (1.1033, 0.6200, -0.5239)  -0.531
N (1.0042, 1.8423, -1.3365)  -0.626
H (1.3102, -1.8309, 0.9080)  0.331
H (-0.2753, -2.8720, 1.2255)  0.320
H (0.3533, -1.8005, 2.3683)  0.363
H (-1.5119, -0.9828, 1.0930)  0.630
H (-1.6602, -1.8755, -0.5636)  0.381
H (0.5265, 0.6783, 1.5619)  0.330
H (-0.7812, 1.9969, -0.4912)  0.373
H (-1.8321, 0.9090, -0.1241)  0.269
H (2.0941, 0.5439, -0.1723)  0.279
H (0.8656, -0.4194, -0.9558)  0.400
H (1.4503, 2.6981, -0.9419)  0.208
H (1.1057, 1.7828, -2.4020)  0.189

Forces on the atoms, in the same order (eV/Å):
C -2.12 0.12 -0.14
C 0.17 1.95 -0.18
O -0.26 -0.04 1.74
C -3.09 -0.78 -0.08
N 1.75 -0.29 -0.01
C -0.54 -1.29 -1.04
N -0.01 0.32 -2.04
H 1.21 -1.07 -0.47
H 1.35 -0.57 -0.40
H 0.17 0.57 0.67
H 0.02 0.57 0.35
H 0.23 -0.09 -1.00
H -0.26 0.37 0.26
H -0.13 0.21 0.54
H -0.35 -0.49 0.12
H 1.21 -0.23 0.86
H 0.95 2.25 -1.22
H -0.32 -1.44 -0.57
H -0.01 -0.06 2.60

## Properties
E_LUMO = 0.85 eV
HOMO = -9.03 eV
Gap between HOMO and LUMO = 9.9 eV
Total charge = 0

Below is C5H8O2 as an isolated structure, with properties calculated with the ωB97M-V functional and the def2-TZVPD basis.

Each line ends with the Mulliken charge.
Positions of all 15 atoms, in Å:
O (-1.5109, 1.5845, 0.0972)  -0.529
C (-0.4976, 0.8221, 0.7169)  0.099
C (-0.8197, -0.6924, 0.7062)  -0.988
C (0.3852, -0.9553, -0.2183)  0.777
O (1.2353, -1.9980, 0.1263)  -0.567
C (0.3979, -0.3834, -1.5396)  -0.812
C (0.7913, 0.5723, -0.1086)  -0.358
H (-1.1866, 2.4934, 0.0019)  0.322
H (-0.2539, 1.2029, 1.7229)  0.335
H (-0.7016, -1.1458, 1.6964)  0.310
H (-1.7949, -0.9652, 0.2861)  0.271
H (1.7428, -2.1908, -0.6804)  0.363
H (0.9797, 0.8779, -1.2639)  0.162
H (-0.5700, 0.0544, -1.8168)  0.212
H (1.8031, 0.7234, 0.2736)  0.401

Forces on the atoms, in the same order (eV/Å):
O 0.34 0.29 0.04
C 0.21 -0.23 0.05
C -0.05 0.00 -0.04
C -0.13 0.34 0.02
O 0.09 0.18 -0.38
C -0.22 -0.20 0.00
C 0.14 -0.22 0.16
H -0.19 -0.27 0.04
H -0.11 -0.07 -0.31
H 0.01 0.10 -0.24
H 0.22 0.07 0.11
H -0.15 0.01 0.31
H -0.08 0.04 0.23
H 0.19 -0.08 0.11
H -0.27 0.04 -0.09

## Properties
E_LUMO = 0.69 eV
HOMO = -8.77 eV
Gap between HOMO and LUMO = 9.5 eV
Total charge = 0

Below is a 2-piece molecular cluster, C4H8NO2S overall in a non-equilibrium geometry, with properties calculated with the ωB97M-V functional and the def2-TZVPD basis.

Each line ends with the Mulliken charge.
Positions of all 16 atoms, in Å:
O (0.5801, -0.6915, 1.6103)  -0.729
C (0.4442, -1.1119, 0.3772)  0.180
N (1.1604, -2.0379, -0.3354)  -0.819
C (2.4469, 1.4348, -0.1395)  0.123
O (2.9642, 2.4388, -0.4388)  -0.453
C (-0.6378, -0.4009, -0.4569)  -0.367
C (-1.7814, 0.1734, 0.5412)  -0.528
S (-3.0023, 1.1087, -0.4110)  -0.277
H (1.8611, -2.2386, 0.4393)  0.277
H (2.4634, 0.4495, -0.6905)  0.201
H (1.5556, 1.3793, 0.5230)  0.097
H (-0.2611, 0.4372, -1.0740)  0.179
H (-1.0642, -1.1180, -1.1944)  0.414
H (-2.1515, -0.6584, 1.1755)  0.322
H (-1.0887, 0.8495, 1.1021)  0.287
H (-3.4891, -0.0140, -1.0281)  0.093

Forces on the atoms, in the same order (eV/Å):
O 0.04 -1.04 -2.46
C 0.98 -0.22 -0.14
N -0.36 1.97 3.43
C -3.90 -3.29 -0.25
O 2.24 2.58 -0.64
C -1.75 -0.35 0.49
C 3.00 -0.41 -1.18
S -0.45 -0.92 0.12
H -0.46 -0.41 -1.27
H 1.13 0.42 0.20
H 0.54 0.28 0.72
H 0.05 -0.24 0.50
H 0.19 0.34 0.49
H -0.03 0.87 -0.36
H -1.36 -0.32 0.18
H 0.14 0.75 0.15

## Properties
E_LUMO = 3.09 eV
HOMO = -3.92 eV
Gap between HOMO and LUMO = 7.0 eV
Total charge = -1

Below is C45H55AsFN5SSi2Sr as an isolated structure in a non-equilibrium geometry, with properties calculated with the ωB97M-V functional and the def2-TZVPD basis.

Each line ends with the Mulliken charge.
Positions of all 111 atoms, in Å:
Sr (12.5409, 7.7840, 10.8950)  1.627
N (22.1431, 8.9596, 10.9229)  -0.380
C (16.6740, 5.4992, 11.2814)  0.212
C (16.1275, 6.2157, 12.2955)  -0.271
C (16.6478, 5.5399, 13.6190)  -0.696
C (15.8709, 4.4545, 13.6497)  0.273
N (16.4030, 3.2600, 13.7319)  -0.787
H (21.6115, 9.2262, 11.5687)  0.202
H (21.6010, 9.8544, 10.9821)  0.179
H (17.8927, 5.1336, 11.3189)  0.150
H (16.3309, 5.7940, 10.3879)  -0.353
H (14.0110, 3.0523, 10.8814)  -0.077
H (15.4842, 7.0910, 12.0793)  0.413
H (15.9407, 6.1718, 14.3159)  0.243
H (17.6687, 5.3509, 13.7873)  0.354
H (14.6202, 4.5270, 13.8017)  0.206
H (14.2127, 2.7061, 11.1983)  0.027
H (5.5163, 17.2952, 16.5822)  0.002
H (15.8536, 2.5100, 13.5992)  0.268
N (10.8720, 6.9063, 18.4754)  -0.587
C (10.6661, 7.3348, 17.4250)  0.131
C (10.3976, 7.9988, 16.2346)  0.517
C (10.7004, 9.3914, 16.0711)  -0.753
C (10.4692, 10.0789, 14.9439)  -0.265
C (9.6889, 9.4797, 13.9046)  0.139
C (9.4017, 8.1042, 14.0437)  -0.284
C (9.7284, 7.3775, 15.1549)  -1.074
C (9.1797, 10.1139, 12.6555)  1.101
C (8.8032, 11.4247, 12.4992)  0.513
C (8.8100, 12.3676, 13.5306)  -1.070
C (8.2924, 13.4682, 12.9788)  -0.264
C (8.1224, 13.2149, 11.5667)  -0.595
N (8.3574, 11.9143, 11.3334)  -0.541
C (9.0676, 9.2495, 11.5231)  -0.057
C (7.8854, 9.0366, 10.8968)  -0.415
C (8.0278, 7.8725, 10.1264)  -1.076
C (9.3639, 7.5669, 10.3541)  -0.106
N (10.0350, 8.3550, 11.2267)  -0.197
H (11.2450, 10.0013, 16.7961)  0.499
H (11.0075, 11.0261, 14.7776)  0.606
H (8.7388, 7.7049, 13.2420)  0.273
H (9.3536, 6.4188, 15.1949)  0.565
H (8.8154, 12.2575, 14.6027)  0.471
H (7.9692, 14.3697, 13.5288)  0.400
H (7.7497, 13.9272, 10.8235)  0.399
H (7.0230, 9.6670, 10.7900)  0.447
H (7.3295, 7.3836, 9.3606)  0.288
H (9.9319, 6.8631, 9.6394)  0.060
S (15.4209, 16.5972, 14.1682)  -0.248
C (14.7792, 17.5645, 15.5710)  1.125
C (14.5856, 18.8633, 15.2957)  -0.331
C (14.0265, 19.7975, 16.1687)  -0.866
C (13.5790, 19.3175, 17.3456)  -0.510
C (13.7640, 17.9594, 17.7169)  -0.382
C (14.4670, 17.0260, 16.8720)  -0.911
As (14.5725, 15.2454, 17.7941)  0.068
C (15.0036, 17.7120, 12.8991)  -0.369
C (15.9687, 18.4074, 12.2251)  0.122
C (15.7251, 19.0341, 10.9923)  -0.587
C (14.5311, 18.9010, 10.4269)  -0.305
C (13.4622, 18.3518, 11.1348)  -0.770
C (13.6784, 17.8261, 12.3887)  0.106
C (12.7642, 14.7243, 17.6957)  0.192
C (11.8519, 15.3744, 16.8175)  0.169
C (10.5299, 14.9397, 16.7567)  -0.603
C (10.1028, 13.8563, 17.5280)  -0.492
C (10.9653, 13.2017, 18.3629)  -0.601
C (12.2894, 13.6424, 18.4581)  -0.554
H (14.7961, 19.2462, 14.2500)  0.247
H (13.9755, 20.8668, 15.9850)  0.366
H (13.0704, 20.0153, 18.0032)  0.314
H (13.3769, 17.5325, 18.6267)  0.389
H (17.0364, 18.3772, 12.5328)  0.303
H (16.4764, 19.5812, 10.4441)  0.375
H (14.3690, 19.1826, 9.4311)  0.410
H (12.4800, 18.2821, 10.7384)  0.373
H (12.9405, 17.5486, 13.1277)  0.462
H (12.1945, 16.2241, 16.2215)  0.254
H (9.8303, 15.4399, 16.0961)  0.371
H (9.0815, 13.4534, 17.4646)  0.287
H (10.7628, 12.3830, 18.9895)  0.501
H (12.9084, 12.9725, 19.1467)  0.103
F (12.8446, 7.7270, 12.8439)  -0.942
C (11.7060, 5.0036, 9.1931)  -1.689
Si (12.6597, 5.9671, 7.9471)  0.220
C (11.2897, 5.7331, 6.3447)  -1.333
C (14.0530, 4.8086, 7.2536)  -1.161
C (13.4815, 7.6069, 7.9662)  -0.469
Si (15.1650, 8.1240, 7.6150)  0.601
C (15.0948, 8.4139, 5.6790)  -1.138
C (16.6926, 7.1243, 7.6985)  -0.941
C (15.3491, 9.7061, 8.8397)  -1.186
H (12.0364, 4.0712, 9.8055)  0.226
H (10.7749, 4.5515, 8.7566)  0.425
H (11.1359, 5.1410, 9.9934)  0.955
H (11.7061, 6.2663, 5.4025)  0.320
H (10.3181, 5.4020, 7.2126)  0.168
H (11.5609, 4.7529, 6.0104)  0.548
H (13.7431, 3.6767, 7.5593)  0.137
H (15.0297, 4.9749, 7.5183)  0.496
H (13.6119, 5.1140, 6.2582)  0.220
H (12.8563, 8.6447, 8.0956)  0.222
H (16.1190, 8.1516, 4.9150)  0.189
H (14.9088, 9.4374, 5.2464)  0.379
H (14.3826, 7.7723, 5.0833)  0.243
H (16.9346, 6.3862, 6.9448)  0.368
H (16.6233, 6.5590, 8.7239)  -0.022
H (17.2705, 7.9469, 7.6587)  0.474
H (14.1661, 10.0127, 8.7444)  0.172
H (16.0251, 10.2306, 8.0805)  0.268
H (16.2613, 9.7725, 9.3355)  0.530

Forces on the atoms, in the same order (eV/Å):
Sr -1.23 0.31 -3.14
N 5.07 -1.35 -7.20
C 3.74 1.40 2.39
C 3.12 -2.29 -1.22
C -3.12 8.15 0.93
C -5.18 -9.47 1.64
N 2.32 5.19 -0.35
H -5.96 -2.51 12.47
H 0.89 3.86 -5.26
H -4.15 0.05 0.17
H -0.74 0.52 -3.68
H -7.78 13.36 -12.24
H -0.09 -1.04 0.96
H 2.56 -0.27 0.20
H 1.18 0.38 0.13
H 3.30 0.26 -0.98
H 7.79 -13.36 12.24
H 0.00 0.00 0.00
H -3.03 -2.93 0.00
N -0.01 -0.21 -0.27
C 0.35 -0.38 1.81
C -0.95 1.89 -2.58
C 1.23 -1.24 1.96
C -0.80 0.52 -3.08
C 0.82 -0.23 0.36
C -1.37 1.33 -1.23
C 0.87 1.97 0.90
C 0.78 0.51 -0.10
C 1.05 -2.62 1.59
C -1.20 0.84 1.78
C -0.52 2.66 -0.23
C -0.46 -1.61 0.56
N -0.19 2.75 -2.18
C 0.50 1.08 1.87
C -2.20 -0.52 -1.76
C -0.02 -0.32 -0.91
C 1.72 -2.73 -2.80
N -0.51 -0.91 -1.10
H -0.04 -0.84 0.35
H -0.86 -0.25 0.25
H 0.79 -0.12 0.86
H -0.34 -2.15 0.40
H 0.61 -0.42 0.01
H 0.48 -0.43 -0.50
H 0.21 -0.50 0.12
H -0.08 0.30 0.75
H 1.21 0.90 1.43
H -0.80 0.83 1.44
S -0.13 -0.36 1.37
C 0.24 -2.25 1.20
C -0.09 3.47 -2.23
C 0.64 -0.31 -0.62
C -0.70 -1.07 2.08
C 1.03 0.12 -1.88
C -1.62 1.39 0.36
As 1.71 -0.14 -0.37
C -0.61 0.22 -1.55
C 2.27 0.05 -0.60
C 1.57 0.01 0.96
C -2.28 -0.48 -0.24
C 0.24 -0.47 1.08
C 1.01 -0.04 0.91
C -0.46 0.33 -0.49
C -0.50 -0.52 0.63
C 0.43 0.06 0.06
C -1.64 -0.39 -0.44
C 2.16 1.26 -0.20
C 0.08 -1.26 0.61
H -0.02 -0.35 1.75
H -0.06 -0.22 -0.46
H -0.03 -0.20 0.29
H -0.02 0.28 0.33
H -0.94 -0.01 0.20
H 0.45 -0.15 0.17
H -0.23 0.69 -1.28
H -0.68 0.20 -0.47
H -0.63 -0.45 -0.57
H -0.19 -0.37 0.14
H -0.02 -0.04 -0.03
H 0.28 0.49 -0.17
H -0.96 -1.03 0.47
H -0.29 1.49 -1.03
F 0.97 -0.25 3.04
C 0.05 -4.17 -0.16
Si 1.01 0.64 -3.49
C 0.94 -1.08 3.71
C -5.02 -2.20 0.36
C -2.45 0.91 2.18
Si -1.70 0.39 -0.61
C 2.43 0.39 -3.79
C -2.46 -4.17 2.59
C -1.90 -0.90 -5.94
H 1.11 0.86 -1.85
H 0.94 0.05 -0.91
H -2.35 3.16 4.05
H -2.25 0.50 1.67
H 1.78 2.16 -3.94
H 0.06 -1.29 0.20
H 0.72 2.54 -1.12
H 2.28 0.64 0.11
H 1.81 -1.02 0.35
H 0.99 -2.43 -0.39
H -2.18 0.62 2.61
H -0.14 -0.59 0.79
H 0.23 0.42 1.29
H -0.18 0.17 -0.30
H 0.86 1.39 -1.77
H 3.18 2.35 0.27
H 3.64 0.20 1.39
H -1.78 0.74 -0.60
H 0.42 -0.33 3.53

## Properties
E_LUMO (alpha / beta) = 2.91 / 1.34 eV
HOMO (alpha / beta) = -0.95 / -0.95 eV
Gap between HOMO and LUMO (alpha / beta) = 3.9 / 2.3 eV
Total charge = -2

Below is a 2-piece molecular cluster, C4H13N4 overall in a non-equilibrium geometry, with properties calculated with the ωB97M-V functional and the def2-TZVPD basis.

Each line ends with the Mulliken charge.
Positions of all 21 atoms, in Å:
C (1.5983, -0.0228, 0.1657)  0.560
C (2.6262, -0.3623, -0.8439)  -1.228
C (-2.0611, -0.9060, 1.0335)  -1.173
C (-1.6751, 0.0266, -0.0459)  0.980
N (1.6791, 1.1654, 0.7681)  -0.387
N (-1.6593, -0.2288, -1.3710)  -0.378
N (-1.4257, 1.2811, 0.2554)  -0.443
N (0.4293, -0.5780, 0.1307)  -0.476
H (3.3947, 0.3907, -0.8256)  0.379
H (3.1455, -1.1963, -0.4861)  0.352
H (2.1019, -0.4016, -1.7740)  0.346
H (-2.7111, -1.7672, 0.5628)  0.318
H (-2.5436, -0.4199, 1.8879)  0.358
H (-1.0331, -1.3266, 1.4039)  0.337
H (2.5142, 1.6637, 0.9357)  0.225
H (0.9802, 1.2456, 1.4337)  0.172
H (-1.3951, 0.5832, -1.9379)  0.201
H (-2.0069, -1.1195, -1.6093)  0.229
H (-1.3223, 1.5636, 1.2088)  0.241
H (-1.0911, 1.8432, -0.5733)  0.210
H (0.4548, -1.4342, -0.3193)  0.176

Forces on the atoms, in the same order (eV/Å):
C -1.61 0.22 -2.21
C 0.44 1.19 1.21
C 0.36 -2.93 -0.39
C 0.40 0.89 -0.77
N 0.34 0.04 -0.05
N -0.49 1.07 2.33
N -0.20 1.31 -1.80
N 2.05 0.95 2.24
H 0.22 0.56 -0.46
H 0.56 -1.95 -0.26
H 0.29 -0.51 -0.72
H 1.15 1.63 1.30
H -0.18 -0.06 -0.48
H -2.31 0.54 -0.62
H 0.90 0.23 -0.01
H -1.18 0.72 1.61
H -0.44 -1.42 -0.45
H -0.21 -0.62 -1.32
H 0.05 0.41 0.03
H -0.39 -0.21 2.21
H 0.26 -2.03 -1.39

## Properties
E_LUMO = -2.95 eV
HOMO = -13.02 eV
Gap between HOMO and LUMO = 10.1 eV
Total charge = +1

Below is one molecule with the formula C19H19Cl2NO5, with properties calculated with the ωB97M-V functional and the def2-TZVPD basis.

Each line ends with the Mulliken charge.
Positions of all 46 atoms, in Å:
C (-2.8243, -2.2233, 5.1367)  -0.805
O (-2.7215, -0.9131, 4.6326)  -0.474
C (-1.7119, -0.6321, 3.7645)  0.940
C (-1.7008, 0.6624, 3.2415)  -0.789
C (-0.7310, 1.0441, 2.3423)  -0.544
C (0.2527, 0.1436, 1.9376)  0.326
N (1.1993, 0.5831, 1.0034)  0.127
C (2.1902, -0.1125, 0.4025)  0.470
O (2.4744, -1.2712, 0.6016)  -0.670
C (2.9985, 0.7337, -0.5844)  -0.531
O (2.3435, 1.9602, -0.8892)  -0.348
C (2.5098, 2.4523, -2.1303)  0.620
O (3.2229, 1.9623, -2.9575)  -0.597
C (1.7143, 3.7296, -2.3091)  -0.773
C (0.2088, 3.4975, -2.1557)  -0.136
C (-0.2990, 2.4542, -3.1553)  -0.891
O (0.1628, 1.1525, -2.8639)  -0.497
C (-0.4971, 0.3824, -1.9629)  0.711
C (-1.5773, 0.7795, -1.1820)  -0.482
C (-2.1982, -0.1091, -0.3195)  -1.015
C (-1.7324, -1.4063, -0.2171)  0.228
Cl (-2.5141, -2.5140, 0.8407)  -0.175
C (-0.6446, -1.8285, -0.9664)  -0.493
C (-0.0421, -0.9400, -1.8346)  0.351
Cl (1.2820, -1.4541, -2.8029)  -0.172
C (0.2544, -1.1386, 2.4684)  -0.862
C (-0.7181, -1.5227, 3.3746)  -0.344
H (-1.9525, -2.4912, 5.7421)  0.333
H (-3.7132, -2.2278, 5.7655)  0.236
H (-2.9469, -2.9530, 4.3302)  0.297
H (-2.4695, 1.3502, 3.5561)  0.440
H (-0.7358, 2.0488, 1.9431)  0.361
H (1.1003, 1.5466, 0.7118)  0.097
H (3.1620, 0.1605, -1.5029)  0.361
H (3.9786, 0.9446, -0.1398)  0.417
H (1.9374, 4.1221, -3.3015)  0.355
H (2.0505, 4.4472, -1.5584)  0.336
H (-0.3174, 4.4374, -2.3304)  0.451
H (-0.0070, 3.1643, -1.1392)  0.027
H (-1.3935, 2.4703, -3.2133)  0.400
H (0.1049, 2.6719, -4.1482)  0.470
H (-1.9598, 1.7857, -1.2425)  0.430
H (-3.0394, 0.2129, 0.2727)  0.451
H (-0.2701, -2.8353, -0.8826)  0.485
H (1.0138, -1.8388, 2.1646)  0.498
H (-0.6911, -2.5283, 3.7620)  0.380

Forces on the atoms, in the same order (eV/Å):
C -0.01 -0.16 0.06
O -0.04 0.25 -0.07
C 0.22 0.06 -0.13
C -0.06 -0.19 0.11
C 0.13 -0.13 0.07
C -0.08 -0.26 0.31
N -0.13 0.46 0.00
C 0.05 0.64 -0.29
O 0.18 -0.27 0.00
C 0.45 -0.58 -0.19
O -0.15 0.05 0.37
C 0.09 0.46 -0.31
O 0.08 -0.07 -0.01
C -0.09 -0.18 0.06
C 0.11 -0.30 -0.22
C -0.27 0.48 0.06
O 0.08 -0.27 0.11
C -0.01 -0.28 0.06
C 0.10 0.13 -0.18
C 0.04 -0.24 -0.08
C 0.07 0.28 -0.24
Cl -0.29 -0.35 0.10
C -0.07 0.19 0.01
C -0.16 0.29 0.00
Cl 0.17 -0.17 -0.14
C 0.18 0.11 -0.11
C -0.32 0.13 0.36
H -0.02 0.00 -0.03
H 0.07 -0.06 -0.03
H 0.02 0.01 0.03
H -0.09 0.10 0.04
H -0.01 0.12 -0.06
H 0.06 -0.21 -0.04
H -0.09 0.06 0.27
H -0.15 -0.03 -0.04
H 0.06 -0.03 0.07
H 0.05 0.01 -0.04
H -0.04 -0.01 0.05
H -0.10 0.07 0.02
H 0.10 -0.03 -0.04
H -0.11 -0.01 0.07
H -0.01 0.12 -0.04
H -0.07 0.01 0.08
H 0.04 -0.10 0.01
H 0.03 -0.03 -0.02
H -0.03 -0.10 0.04

## Properties
E_LUMO = 0.50 eV
HOMO = -7.83 eV
Gap between HOMO and LUMO = 8.3 eV
Total charge = 0

Energy above the lowest of the compared OMol25 structures with the same formula, charge and spin for every record listed, in sequence, given in kJ/mol: 248.69 465.87 220.73 2838.70 164.10 0.00.